Entry from the OMol25 dataset: C36H47F6I2NO22P as an isolated structure at a distorted geometry (ωB97M-V with the def2-TZVPD basis set).

- Total charge: +1
- Multiplicity: 1
- Kohn-Sham gap: 6.29 eV
- Molecular weight: 1244.53 g/mol
- HOMO level: -9.825 eV
- E: -4645.7127 Ha

Geometry as XYZ:
```
115
Properties=species:S:1:pos:R:3:forces:R:3
O 0.0069 -4.0257 1.8316 10.667 -5.871 5.368
C -5.0217 1.7256 -2.9871 -0.025 0.053 0.028
C -2.9242 -2.0614 1.2420 -1.763 -0.126 -1.956
C 5.6658 -0.5278 2.4944 -0.402 0.035 -0.450
H -0.4654 -5.8612 4.8600 0.008 -0.083 -0.028
O -1.4062 -4.7399 6.3272 0.206 -0.154 -0.049
F -2.5091 -6.4091 3.5174 0.162 -0.352 -0.056
H 0.0770 -1.1334 2.1041 -0.275 0.025 -0.075
O 0.7645 3.6843 -6.0167 -0.062 -0.098 0.066
H 5.2603 1.2732 1.4146 0.000 0.303 -0.070
H 3.1774 4.8061 -0.9300 0.123 0.098 0.037
O -4.9328 2.7468 -5.0187 -0.076 0.243 -0.075
H -7.1077 -2.0238 6.5237 -0.028 0.003 -0.041
C -2.5132 -5.4068 6.7332 0.322 0.154 -0.319
O -5.6376 -3.5104 4.7130 0.250 -0.231 0.030
H -4.1048 -1.6794 2.9694 -0.103 0.117 0.240
H -0.7781 -4.1632 4.4308 -0.104 0.166 0.150
I -4.1273 0.6255 0.6573 -0.279 0.404 0.099
C 3.3202 -1.6937 -1.7466 0.079 -0.220 0.105
C 5.6480 0.2795 1.2040 0.045 0.084 -0.007
C 2.5833 7.8735 -1.2038 -0.157 -0.270 0.053
H 5.1796 -1.7598 -2.7093 0.211 -0.044 -0.219
C 1.5091 -0.5421 -3.1651 -0.188 -0.169 -0.208
H 3.5092 6.1690 -6.9874 0.083 0.077 0.029
H 3.5453 -2.7086 -1.4268 0.044 -0.198 0.243
O 1.8006 -3.5716 3.1266 -1.148 -0.505 -0.281
H -1.4437 -1.5204 -4.3899 -0.027 0.135 -0.214
H 1.6543 -2.6211 -2.6887 -0.171 -0.265 0.022
O 2.8995 1.3717 -1.5804 -0.135 0.209 0.143
C 4.6184 -1.0208 -2.1448 0.201 0.052 0.114
H -5.2524 1.9004 -1.9411 -0.169 0.008 -0.065
H 6.0021 0.3825 -1.2843 0.164 0.153 -0.196
F -3.1046 2.9548 -3.6991 -0.020 -0.082 -0.057
C -2.5475 -5.4579 4.4781 -0.130 0.216 -0.053
H 5.4909 -1.5658 2.2383 0.195 -0.339 0.061
I -1.5335 -3.5992 1.0351 -10.798 4.256 -4.637
C -4.0645 -2.3722 2.1361 -0.186 0.435 -0.050
H 0.0136 -2.4427 -4.1114 0.267 -0.218 -0.130
H -1.6491 1.0684 1.5461 -0.216 0.107 -0.045
H -1.5267 -2.9855 -3.4523 -0.057 -0.245 0.025
O 1.7298 7.3837 -2.1599 0.114 0.060 -0.195
N -1.6290 -0.7069 -0.2991 0.082 0.233 -0.382
C 2.4752 5.6352 -0.9170 0.115 -0.194 0.119
H 1.6425 5.4072 -0.2505 -0.027 0.018 0.006
O 1.5184 -2.4810 1.2123 -0.883 -0.912 -0.024
O 2.8118 9.0136 -1.0226 -0.002 0.145 0.024
C -0.7034 -1.3253 -2.4076 -0.046 0.096 0.303
H -0.8613 -0.2009 3.2492 -0.145 -0.007 0.180
C 1.2367 4.7621 -6.1327 0.025 0.186 0.129
H -7.0417 -3.4390 7.6062 0.157 -0.059 0.041
H 6.6449 0.4036 0.7920 0.226 -0.018 0.056
H -0.0659 1.7013 1.3020 0.115 0.210 -0.073
C 2.6145 -1.8389 1.8803 0.338 0.024 0.278
C -0.1274 -0.1314 2.4575 -0.106 0.163 0.043
O -6.8350 1.8551 -5.8592 -0.099 -0.038 -0.183
F 0.7853 5.3617 -2.5753 -0.035 0.072 0.056
H 4.8564 -0.2046 3.1370 -0.144 -0.030 0.282
H -6.7545 -4.9475 5.6643 -0.060 -0.021 -0.032
H 6.5944 -0.4495 3.0418 0.220 0.098 0.068
H 2.6560 5.8206 -3.1043 -0.099 -0.100 -0.064
O -3.1112 -5.9963 5.6572 -0.311 0.077 -0.009
H 0.7924 0.2558 2.8739 0.064 0.202 0.160
O 2.1730 1.2037 0.8880 0.061 0.045 0.377
H 1.0519 7.5364 -5.7606 0.047 0.021 0.038
C 5.5216 -0.5495 -1.0003 -0.187 0.042 -0.153
C -6.6482 -2.9971 6.6970 -0.011 -0.047 -0.034
H 2.5457 2.0114 1.2672 0.159 -0.053 0.168
H -4.8226 3.8985 -3.3303 0.106 0.044 0.036
C 0.4453 0.2394 -0.9451 0.075 -0.294 -0.052
C 2.8205 6.3731 -6.1672 -0.155 -0.071 0.027
C -4.4640 2.9390 -3.7053 -0.054 -0.150 -0.060
H 1.0516 -0.6420 -4.1428 -0.115 0.042 -0.168
H -2.5747 -1.9802 -1.6006 -0.192 -0.113 0.040
O 0.7037 5.7893 -6.8194 -0.057 0.139 -0.090
H -4.3318 0.8830 -3.0760 0.072 0.039 0.006
H 2.8547 -2.0644 -3.8105 0.194 -0.073 -0.143
O -3.5402 -2.9278 5.3026 0.295 0.330 -0.049
C -6.0788 2.0007 -4.9703 0.291 -0.080 0.299
O -6.2058 1.4546 -3.7298 -0.039 -0.020 0.017
C 0.4198 -0.5054 -2.1501 -0.452 0.279 0.294
O 1.0595 2.8367 -0.5500 -0.311 -0.078 -0.028
C -1.1696 -5.0333 4.9467 -0.134 0.006 0.134
O 2.4251 5.1464 -5.5777 0.238 -0.105 -0.098
H 2.2512 -0.9469 2.3953 0.123 -0.210 -0.074
C -0.5880 0.1190 -0.0033 -0.241 -0.375 -0.437
C -0.6318 0.7873 1.3246 0.027 -0.168 0.378
O -2.9115 -5.4576 7.8425 -0.118 -0.063 0.159
H -3.1794 -4.6397 4.1270 0.237 -0.252 -0.074
F -7.8963 -3.5992 4.7466 0.087 0.117 -0.007
H 3.7734 -3.5963 2.5304 -0.020 -0.109 0.174
H 2.8581 -1.2013 -0.8979 -0.072 0.162 0.130
O -5.2234 -2.8458 6.7901 0.009 0.038 -0.045
O 4.8134 -0.3140 0.2122 -0.040 -0.251 0.078
F 3.4623 7.1201 -5.2360 -0.089 -0.029 0.063
C -0.9081 -2.1224 -3.6616 -0.221 0.266 0.096
H 2.1175 0.3423 -3.1922 0.201 0.214 0.142
H 1.5340 7.5797 -7.4772 -0.056 -0.118 -0.090
H -4.0015 -3.3773 2.5164 0.059 -0.255 0.216
C 1.4879 6.9675 -6.5827 0.010 -0.021 0.017
O 3.1194 6.8383 -0.5037 -0.058 0.015 -0.078
C 1.0119 -3.4265 2.0312 4.659 1.678 0.572
H 6.3084 -1.2836 -0.8307 0.138 -0.170 0.202
C -4.6826 -3.0751 5.5827 -0.819 0.092 0.318
P 1.7934 1.4205 -0.6277 0.140 -0.088 -0.706
C 3.0246 -2.8895 2.8903 0.238 0.664 -0.352
C 2.3360 -1.8028 -2.8926 0.146 -0.059 -0.191
C -2.7442 -0.9172 0.5891 -0.081 0.136 0.860
C 1.9578 5.9995 -2.2871 0.077 0.104 0.018
H 4.4389 -0.1971 -2.8243 -0.227 0.237 -0.005
F 3.4628 -2.3070 4.0193 -0.194 -0.242 0.265
H 0.5540 2.9928 -1.3610 0.043 0.425 -0.044
H 3.3973 -1.5672 1.1825 -0.072 -0.040 -0.278
C -1.6918 -1.3821 -1.4639 0.451 0.195 -0.148
H -4.9975 -2.2920 1.5841 -0.184 0.088 -0.101
C -6.7878 -3.8757 5.4669 0.007 0.052 0.066
```
Positions in Å, forces in eV/Å.